ORCA calculation (wB97M-V/def2-TZVPD) on a molecular structure, C27H42NiOS2Sb.

Computed properties:
- 2S+1 = 3
- total charge = -1
- relative energy (zero: lowest compared OMol25 entry of this formula, charge and spin) (eV) = 0.000
- Kohn-Sham gap (spin up / spin down) (eV) = 6.8023 / 7.0428
- ⟨S²⟩ = 2.01
- molecular weight (g/mol) = 627.22
- DFT total energy (eV) = -99982.935

Each line ends with the Löwdin spin population.
Geometry (Å):
1 Ni -0.380 -0.236 0.493  1.5857
2 S -0.733 -1.991 -0.867  0.1074
3 C 0.733 -1.962 -1.842  0.0067
4 C 0.852 -2.862 -2.906  0.0056
5 C 1.965 -2.874 -3.729  -0.0003
6 C 2.997 -1.970 -3.501  0.0028
7 C 2.897 -1.075 -2.449  0.0030
8 C 1.781 -1.053 -1.608  0.0073
9 S 1.737 0.111 -0.286  0.0872
10 H 0.040 -3.558 -3.081  0.0017
11 H 2.025 -3.582 -4.547  -0.0001
12 H 3.873 -1.963 -4.137  0.0002
13 H 3.696 -0.368 -2.260  0.0019
14 C 1.406 -2.129 2.879  0.0023
15 C 0.798 -1.163 3.899  0.0004
16 C 1.292 0.269 3.684  0.0003
17 C -0.711 -1.326 3.987  0.0036
18 C -1.193 -2.180 4.975  -0.0004
19 C -2.543 -2.424 5.153  0.0034
20 C -3.441 -1.769 4.324  -0.0001
21 C -3.015 -0.906 3.326  0.0038
22 C -4.064 -0.158 2.523  0.0005
23 C -4.032 1.337 2.853  0.0004
24 C -4.001 -0.392 1.012  0.0002
25 C -1.628 -0.691 3.117  0.0053
26 O -1.251 0.134 2.147  0.0625
27 H 2.494 -2.025 2.845  0.0002
28 H 1.036 -1.946 1.870  0.0014
29 H 1.161 -3.161 3.138  0.0002
30 H 1.172 -1.472 4.882  0.0001
31 H 1.172 0.583 2.651  0.0009
32 H 2.355 0.331 3.931  0.0000
33 H 0.747 0.973 4.315  0.0002
34 H -0.472 -2.665 5.627  -0.0001
35 H -2.889 -3.097 5.927  0.0003
36 H -4.508 -1.923 4.457  0.0000
37 H -5.030 -0.545 2.865  0.0001
38 H -3.077 1.767 2.548  0.0001
39 H -4.150 1.494 3.927  0.0000
40 H -4.840 1.866 2.339  0.0000
41 H -3.138 0.109 0.578  0.0012
42 H -4.904 -0.004 0.529  0.0000
43 H -3.923 -1.456 0.778  0.0001
44 C -3.380 3.607 -0.080  0.0019
45 C -2.746 3.191 -1.404  0.0318
46 C -3.761 2.462 -2.277  0.0019
47 Sb -1.000 1.957 -0.994  0.0485
48 C -0.252 1.626 -2.996  0.0047
49 C -0.998 0.506 -3.717  0.0004
50 C -0.183 2.891 -3.842  0.0018
51 C 0.375 3.522 -0.378  0.0042
52 C 0.618 3.409 1.124  0.0011
53 C -0.030 4.940 -0.764  0.0009
54 H -4.204 4.309 -0.247  0.0003
55 H -2.669 4.083 0.599  0.0001
56 H -3.786 2.737 0.438  0.0005
57 H -2.383 4.077 -1.932  0.0024
58 H -4.042 1.500 -1.841  0.0006
59 H -3.380 2.275 -3.281  0.0000
60 H -4.677 3.057 -2.376  0.0005
61 H 0.762 1.278 -2.784  0.0001
62 H -1.993 0.828 -4.035  0.0000
63 H -1.112 -0.379 -3.091  0.0004
64 H -0.447 0.210 -4.616  0.0001
65 H -1.174 3.331 -3.995  0.0002
66 H 0.225 2.660 -4.832  0.0005
67 H 0.458 3.651 -3.392  0.0000
68 H 1.296 3.249 -0.902  0.0003
69 H -0.301 3.577 1.693  0.0002
70 H 1.353 4.152 1.454  0.0000
71 H 0.992 2.423 1.397  0.0006
72 H -0.946 5.247 -0.253  0.0001
73 H -0.197 5.055 -1.836  0.0001
74 H 0.754 5.647 -0.472  0.0002